52
Properties=species:S:1:pos:R:3:mulliken_charge:R:1 method="wB97M-V/def2-TZVPD" charge=-1 e_tot_ev=-55152.949 lumo_ev=-1.86 homo_energy_ev=-3.31 homo_lumo_gap_ev=1.5
N -0.16 -2.48 -2.70 -0.633
C 0.52 -2.65 -1.39 -0.076
C -0.47 -2.83 -0.18 -1.117
O -0.69 -1.61 0.52 0.231
C -2.08 -1.34 0.69 -0.294
C -2.84 -1.13 -0.66 0.286
C -3.67 0.22 -0.69 -0.592
O -4.40 0.22 -1.98 -0.472
C -2.81 -2.41 1.62 0.387
O -3.96 -2.79 1.34 -0.682
O -2.24 -2.87 2.67 -0.763
C 1.61 -1.61 -1.07 0.700
F 2.71 -1.91 -1.86 -0.362
F 2.03 -1.87 0.21 -0.259
C 1.21 -0.10 -1.14 0.486
F -0.08 0.14 -1.49 -0.294
F 1.36 0.41 0.12 -0.224
C 2.11 0.81 -2.02 0.423
F 3.39 0.78 -1.64 -0.242
F 1.72 2.10 -1.86 -0.292
F 1.98 0.54 -3.32 -0.211
H 0.14 -1.64 -3.19 0.326
H -1.16 -2.54 -2.60 0.297
H 1.04 -3.63 -1.47 0.490
H -1.40 -3.37 -0.48 0.467
H 0.06 -3.52 0.53 0.331
H -2.13 -0.38 1.27 0.216
H -2.17 -1.09 -1.54 -0.067
H -3.57 -1.95 -0.85 0.462
H -4.38 0.26 0.17 0.204
H -2.97 1.09 -0.70 0.273
H -3.92 -0.34 -2.60 0.390
C -0.11 2.75 4.23 -0.087
O -0.99 1.95 4.34 -0.434
N 1.01 2.59 3.44 0.116
C 2.04 3.59 3.36 -0.939
C 1.16 1.36 2.66 -1.039
H -0.12 3.71 4.77 0.261
H 2.13 3.92 2.32 0.386
H 2.99 3.16 3.68 0.565
H 1.80 4.45 3.99 0.241
H 0.31 1.26 1.99 0.138
H 1.17 0.50 3.34 0.329
H 2.08 1.38 2.09 0.469
Be -5.76 -0.81 -1.04 -0.287
C 3.97 1.58 -5.29 0.892
O 3.27 0.67 -5.75 -0.522
O 3.60 2.78 -5.16 -0.476
O 5.16 1.43 -4.88 -0.466
Cs 1.12 5.26 2.17 0.955
O 0.63 -1.81 3.05 -0.767
H -0.24 -2.24 3.03 0.275